1.
This record from OMol25 describes a 11-piece molecular cluster, C54H104FN4O11 overall at a distorted geometry. The level of theory is ωB97M-V with the def2-TZVPD basis set.

Calculated values
Charge ... +1
Energy ... -88873.9108 eV
M ... 1004.4 g/mol
Largest force on an atom ... 2.8 eV/Å

Cartesian coordinates (Å):
N 4.119 -4.039 1.213
C 3.090 -4.941 1.450
N 3.183 -5.810 2.528
N 2.096 -5.007 0.606
C 1.834 -3.777 -0.199
C 0.793 -2.826 0.390
C 0.990 -2.399 1.845
F 0.737 -1.046 1.918
C 0.868 -5.711 1.055
C -0.135 -5.972 -0.063
C -1.386 -6.576 0.560
N -2.445 -6.713 -0.414
C -3.781 -6.739 0.231
C -4.265 -5.318 0.409
C -4.669 -4.603 -0.719
C -5.076 -3.274 -0.626
C -5.082 -2.663 0.625
C -4.719 -3.373 1.763
C -4.309 -4.703 1.659
O -3.986 -5.406 2.812
H 4.935 -4.409 1.693
H 3.927 -3.158 1.689
H 3.663 -6.686 2.419
H 2.765 -5.597 3.414
H 2.748 -3.237 -0.398
H 1.463 -4.107 -1.163
H -0.227 -3.174 0.264
H 0.874 -1.918 -0.201
H 2.010 -2.520 2.206
H 0.260 -2.883 2.489
H 0.376 -5.166 1.859
H 1.136 -6.674 1.467
H 0.305 -6.694 -0.749
H -0.395 -5.083 -0.622
H -1.136 -7.512 1.073
H -1.701 -5.896 1.350
H -2.337 -7.592 -0.906
H -3.755 -7.217 1.211
H -4.469 -7.303 -0.388
H -4.659 -5.087 -1.684
H -5.369 -2.733 -1.509
H -5.368 -1.628 0.739
H -4.740 -2.892 2.729
H -3.084 -5.222 3.077
C 5.285 -1.857 -1.568
C 5.865 -1.308 -2.868
C 6.681 -2.491 -3.371
O 6.006 -3.671 -2.904
C 5.023 -3.311 -1.943
H 4.391 -1.330 -1.231
H 6.032 -1.802 -0.771
H 5.059 -1.080 -3.568
H 6.463 -0.408 -2.735
H 7.692 -2.485 -2.952
H 6.762 -2.524 -4.456
H 4.031 -3.427 -2.405
H 5.090 -3.986 -1.093
C 3.074 1.227 2.030
C 3.351 2.688 1.701
C 4.242 2.567 0.472
O 3.836 1.369 -0.208
C 2.973 0.617 0.639
H 2.181 1.073 2.627
H 3.921 0.800 2.571
H 2.417 3.194 1.442
H 3.823 3.240 2.511
H 5.294 2.465 0.750
H 4.145 3.417 -0.204
H 1.951 0.692 0.248
H 3.276 -0.437 0.614
C -3.564 2.174 1.715
C -4.215 2.769 0.469
C -4.936 1.560 -0.109
O -5.303 0.736 1.004
C -4.631 1.193 2.181
H -3.311 2.912 2.474
H -2.652 1.638 1.441
H -4.936 3.537 0.756
H -3.507 3.211 -0.229
H -4.279 0.980 -0.766
H -5.833 1.830 -0.667
H -5.364 1.682 2.831
H -4.217 0.334 2.713
C 1.888 1.647 7.180
C 2.159 3.116 6.868
C 3.056 3.013 5.642
O 2.657 1.825 4.949
C 1.791 1.050 5.786
H 0.990 1.477 7.770
H 2.736 1.216 7.717
H 1.226 3.622 6.610
H 2.624 3.661 7.688
H 4.109 2.913 5.926
H 2.959 3.868 4.972
H 0.771 1.125 5.393
H 2.099 0.003 5.751
C 3.343 4.694 -3.289
C 2.981 6.007 -2.602
C 1.541 6.205 -3.058
O 0.988 4.897 -3.233
C 2.035 3.925 -3.196
H 4.175 4.167 -2.823
H 3.599 4.878 -4.335
H 3.019 5.883 -1.516
H 3.629 6.839 -2.871
H 1.498 6.731 -4.018
H 0.937 6.755 -2.336
H 1.965 3.379 -2.247
H 1.902 3.218 -4.015
C 8.202 -3.904 -8.531
C 9.308 -2.853 -8.555
C 8.953 -2.003 -7.343
O 8.330 -2.883 -6.401
C 8.022 -4.128 -7.036
H 8.453 -4.818 -9.066
H 7.287 -3.494 -8.964
H 10.280 -3.329 -8.410
H 9.347 -2.276 -9.477
H 8.240 -1.215 -7.606
H 9.824 -1.541 -6.878
H 8.716 -4.888 -6.662
H 7.007 -4.425 -6.769
C -2.941 -1.311 8.880
C -3.311 0.079 8.371
C -1.966 0.790 8.412
O -0.971 -0.212 8.170
C -1.565 -1.509 8.262
H -3.649 -2.087 8.592
H -2.868 -1.304 9.969
H -3.674 0.017 7.343
H -4.070 0.579 8.970
H -1.779 1.233 9.395
H -1.876 1.573 7.657
H -1.641 -1.929 7.252
H -0.920 -2.157 8.858
C 9.590 4.054 0.573
C 9.235 5.364 1.271
C 7.796 5.573 0.821
O 7.236 4.268 0.638
C 8.278 3.289 0.667
H 10.422 3.523 1.031
H 9.842 4.245 -0.473
H 9.276 5.233 2.355
H 9.885 6.195 1.005
H 7.752 6.106 -0.134
H 7.198 6.120 1.550
H 8.209 2.735 1.610
H 8.134 2.589 -0.157
C -8.937 3.019 -1.426
C -9.313 4.009 -2.525
C -9.582 5.274 -1.721
O -8.725 5.216 -0.577
C -8.163 3.909 -0.463
H -8.355 2.169 -1.780
H -9.839 2.635 -0.944
H -8.464 4.162 -3.195
H -10.167 3.695 -3.124
H -10.620 5.310 -1.374
H -9.372 6.186 -2.280
H -7.103 3.964 -0.740
H -8.234 3.574 0.573
C -13.689 2.369 -5.952
C -12.604 1.993 -6.957
C -11.341 2.166 -6.125
O -11.701 1.863 -4.774
C -13.126 1.793 -4.661
H -14.672 1.972 -6.197
H -13.769 3.456 -5.878
H -12.718 0.950 -7.258
H -12.604 2.608 -7.856
H -10.978 3.198 -6.165
H -10.533 1.503 -6.437
H -13.412 0.743 -4.537
H -13.442 2.345 -3.775

Mulliken atomic charge list, values in e, 5 entries: atom 1 (N): -0.125, atom 2 (C): 0.105, atom 3 (N): -0.429, atom 4 (N): 0.441, atom 5 (C): -0.799

=====

2.
This record from OMol25 describes a 13-piece molecular cluster, C54H111NO12 overall at a distorted geometry. The level of theory is ωB97M-V with the def2-TZVPD basis set.

Calculated values
ΔE to the lowest compared entry with this formula, charge and spin ... 18.3 kcal/mol
Energy ... -83850.5190 eV
M ... 966.5 g/mol
Largest force on an atom ... 2.4 eV/Å

Cartesian coordinates (Å):
C 22.989 -7.835 -0.933
C 22.558 -7.165 0.372
C 23.571 -7.656 1.398
O 24.607 -8.324 0.606
C 24.471 -7.927 -0.749
H 22.773 -7.347 -1.883
H 22.664 -8.874 -0.901
H 21.565 -7.501 0.671
H 22.598 -6.085 0.234
H 23.156 -8.391 2.089
H 23.936 -6.758 1.895
H 24.889 -8.667 -1.431
H 24.990 -6.972 -0.836
C 18.019 0.181 -1.286
C 16.554 -0.278 -1.213
C 16.469 -0.750 0.207
O 17.260 0.174 0.953
C 18.249 0.763 0.109
H 18.185 0.896 -2.092
H 18.592 -0.712 -1.533
H 16.310 -1.075 -1.915
H 15.865 0.544 -1.405
H 16.907 -1.729 0.401
H 15.452 -0.730 0.597
H 19.274 0.532 0.402
H 18.133 1.845 0.044
C 25.910 -6.919 -4.360
C 26.955 -6.190 -5.213
C 26.708 -4.710 -4.871
O 25.368 -4.687 -4.312
C 24.708 -5.953 -4.369
H 26.298 -7.060 -3.352
H 25.666 -7.910 -4.741
H 26.793 -6.282 -6.287
H 27.955 -6.492 -4.902
H 26.758 -4.183 -5.824
H 27.452 -4.444 -4.120
H 24.021 -5.976 -5.215
H 24.018 -6.115 -3.541
C 16.086 -4.066 -7.680
C 14.606 -3.985 -7.964
C 14.049 -3.242 -6.755
O 15.106 -2.311 -6.479
C 16.375 -2.749 -6.925
H 16.652 -4.214 -8.600
H 16.363 -4.916 -7.057
H 14.039 -4.904 -8.107
H 14.456 -3.412 -8.879
H 13.878 -3.873 -5.883
H 13.125 -2.736 -7.036
H 17.071 -3.019 -6.130
H 16.788 -2.036 -7.638
C 14.437 -8.328 -4.661
C 15.115 -7.090 -5.252
C 16.572 -7.548 -5.322
O 16.714 -8.318 -4.156
C 15.551 -9.133 -3.909
H 14.071 -8.946 -5.481
H 13.589 -8.058 -4.032
H 15.044 -6.265 -4.543
H 14.762 -6.676 -6.196
H 17.304 -6.741 -5.313
H 16.816 -8.212 -6.151
H 15.368 -9.337 -2.854
H 15.649 -10.147 -4.298
C 18.908 -8.731 -9.022
C 18.239 -7.576 -9.695
C 18.775 -7.770 -11.146
O 20.078 -8.312 -11.002
C 20.299 -8.798 -9.638
H 18.361 -9.637 -9.287
H 18.856 -8.606 -7.940
H 18.528 -6.590 -9.332
H 17.156 -7.694 -9.646
H 18.840 -6.832 -11.696
H 18.074 -8.448 -11.633
H 21.043 -8.246 -9.065
H 20.562 -9.856 -9.650
C 20.899 -4.053 0.640
C 19.664 -3.108 0.605
C 19.157 -3.003 2.047
O 20.061 -3.801 2.778
C 21.315 -4.009 2.088
H 21.652 -3.650 -0.037
H 20.559 -5.033 0.303
H 18.890 -3.583 0.003
H 19.850 -2.164 0.094
H 18.156 -3.432 2.092
H 19.218 -1.993 2.453
H 21.802 -4.969 2.255
H 21.961 -3.144 2.241
C 21.026 0.107 -5.181
C 19.658 0.809 -5.097
C 18.639 -0.259 -5.384
O 19.439 -1.301 -6.012
C 20.830 -0.942 -6.237
H 21.213 -0.317 -4.194
H 21.911 0.709 -5.387
H 19.589 1.575 -5.870
H 19.511 1.382 -4.182
H 17.809 0.187 -5.931
H 18.306 -0.650 -4.422
H 21.022 -0.497 -7.214
H 21.453 -1.833 -6.157
C 15.772 -5.282 1.819
C 15.461 -4.748 0.449
C 14.397 -5.701 -0.036
O 14.587 -6.895 0.649
C 14.897 -6.555 1.964
H 15.525 -4.601 2.633
H 16.819 -5.520 2.006
H 16.301 -4.779 -0.244
H 15.032 -3.747 0.509
H 14.415 -5.870 -1.113
H 13.419 -5.239 0.102
H 15.497 -7.346 2.415
H 14.065 -6.417 2.654
C 23.553 -5.908 -8.975
C 24.300 -7.158 -8.430
C 25.575 -7.099 -9.197
O 25.871 -5.718 -9.000
C 24.680 -4.910 -8.930
H 22.702 -5.610 -8.362
H 23.198 -6.090 -9.990
H 23.781 -8.078 -8.695
H 24.525 -7.113 -7.364
H 25.468 -7.351 -10.252
H 26.357 -7.758 -8.820
H 24.594 -4.171 -9.727
H 24.736 -4.409 -7.963
C 26.175 -3.321 0.862
C 25.667 -4.427 -0.016
C 24.590 -3.788 -0.863
O 24.232 -2.558 -0.206
C 24.845 -2.579 1.097
H 26.913 -2.680 0.380
H 26.559 -3.707 1.805
H 25.259 -5.188 0.649
H 26.449 -4.921 -0.593
H 23.743 -4.474 -0.864
H 24.932 -3.658 -1.890
H 24.208 -3.061 1.838
H 24.978 -1.543 1.408
C 19.052 -7.566 -1.642
C 17.824 -7.139 -0.934
C 17.317 -8.344 -0.115
O 18.327 -9.378 -0.302
C 19.039 -9.069 -1.534
H 19.923 -7.148 -1.137
H 19.056 -7.211 -2.672
H 17.049 -6.887 -1.658
H 17.895 -6.232 -0.335
H 16.277 -8.577 -0.344
H 17.342 -8.100 0.947
H 18.554 -9.620 -2.339
H 20.050 -9.477 -1.551
C 17.946 -3.872 -2.960
C 18.640 -4.119 -4.302
N 19.798 -4.939 -4.217
C 20.787 -4.670 -3.112
C 21.458 -3.326 -3.181
C 20.489 -5.092 -5.499
C 19.866 -6.155 -6.390
H 17.060 -3.267 -3.152
H 18.632 -3.310 -2.326
H 17.734 -4.819 -2.465
H 17.982 -4.507 -5.081
H 18.882 -3.111 -4.637
H 20.189 -4.742 -2.204
H 21.491 -5.500 -3.057
H 22.250 -3.471 -3.916
H 20.736 -2.534 -3.378
H 21.941 -3.098 -2.231
H 21.505 -5.425 -5.284
H 20.598 -4.135 -6.008
H 20.419 -6.398 -7.297
H 19.049 -5.673 -6.928
H 19.594 -7.078 -5.877

Mulliken atomic charge list, values in e, 5 entries: atom 1 (C): -0.178, atom 2 (C): 1.493, atom 3 (C): -0.793, atom 4 (O): -0.529, atom 5 (C): 0.010

=====

Among the records above, which one has the highest M?
C54H104FN4O11